Formula: C40H46BN5O18S
Source: OMol25
Level of theory: ωB97M-V/def2-TZVPD

XYZ file:
```
111
Properties=species:S:1:pos:R:3:forces:R:3:lowdin_charge:R:1
C -4.0251 0.9839 -4.4029 0.0 -0.3 -0.1 -0.06
C -3.6865 -0.1234 -3.4131 -0.7 0.4 -0.5 -0.29
O -2.7619 0.3214 -2.4487 0.4 -0.3 -0.3 -0.14
C -2.0035 -0.7306 -1.8594 -0.4 0.5 0.8 -0.21
C -2.3914 -0.8391 -0.3871 0.4 -0.2 0.0 -0.09
C -1.3331 -1.4015 0.5698 -0.1 -0.6 0.1 -0.19
C -0.5391 -2.6216 0.0616 -0.5 0.2 0.7 -0.23
O -1.2936 -3.3725 -0.9031 0.0 0.8 0.0 0.12
B -0.5720 -3.8081 -1.9842 0.3 -0.6 -0.2 -0.87
O 0.7066 -4.3158 -1.8797 0.5 0.8 -0.1 0.19
O -1.1475 -3.8295 -3.2192 -1.0 -0.3 0.2 0.20
C -0.2623 -3.5930 1.2086 0.3 -0.7 -0.8 -0.17
O 0.9442 -3.3318 1.9204 -0.1 0.7 0.3 -0.30
S 0.9339 -1.9554 2.8227 0.6 -0.5 -0.4 0.98
O -0.3399 -1.9388 3.4984 -0.4 0.3 0.2 -0.38
O 0.8859 -0.8627 1.6202 -0.2 -0.3 0.2 -0.30
C -0.4026 -0.3394 1.1924 -0.4 0.4 -0.6 -0.28
C -0.1005 0.8721 0.3165 0.4 0.5 0.1 -0.09
C -0.5184 2.1857 0.9773 0.5 -0.2 0.0 -0.24
O -0.7281 3.2277 0.0400 -0.1 0.2 -0.3 -0.06
H -3.2084 1.6881 -4.5057 0.1 0.2 0.1 0.06
H -4.1840 0.5278 -5.3744 -0.1 0.0 -0.3 0.08
H -4.9430 1.4910 -4.1425 -0.1 0.4 0.2 0.07
H -4.6247 -0.4410 -2.9561 0.0 -0.2 0.3 0.12
H -3.3249 -0.9717 -3.9951 0.4 -0.2 0.2 0.11
H -0.9416 -0.5142 -1.9723 0.1 0.0 -0.2 0.12
H -2.2105 -1.6730 -2.3393 0.0 -0.2 -0.3 0.09
H -3.2802 -1.4542 -0.3194 -0.2 -0.2 0.1 0.13
H -2.6928 0.1338 -0.0166 0.0 0.3 0.0 0.12
H -1.8984 -1.7839 1.4090 -0.3 0.0 0.2 0.12
H 0.4013 -2.2538 -0.3452 0.2 -0.2 -0.3 0.16
H 1.3840 -3.6282 -1.8084 0.0 -0.5 0.1 0.12
H -2.1061 -3.7197 -3.0855 0.4 0.1 -0.4 0.12
H -0.1175 -4.5543 0.7325 0.3 -0.3 0.1 0.12
H -1.1283 -3.7026 1.8527 -0.1 0.3 0.3 0.13
H -0.9126 0.0382 2.0666 0.0 -0.1 0.4 0.11
H -0.5273 0.8411 -0.6811 -0.2 -0.3 0.0 0.10
H 0.9750 0.9397 0.1898 0.2 -0.2 -0.2 0.13
H 0.3256 2.4953 1.5820 -0.3 0.1 0.3 0.08
H -1.3697 2.0503 1.6452 -0.4 0.1 -0.2 0.11
H -0.8059 2.8603 -0.8509 -0.1 0.0 0.3 0.09
C 2.9738 7.7487 0.1894 0.0 0.0 0.0 -0.07
C 4.1089 7.3752 0.8976 -0.1 0.0 -0.1 -0.07
C 4.1828 6.1200 1.4765 0.2 0.0 0.1 -0.01
C 3.1121 5.2557 1.3318 0.0 0.2 -0.1 -0.14
C 1.9700 5.6105 0.6349 -0.2 -0.1 -0.1 0.01
C 1.9066 6.8697 0.0617 0.1 0.1 0.0 -0.06
N 3.1889 3.9151 1.9227 -0.1 -0.1 0.0 -0.32
O 4.1927 3.6134 2.5423 -0.2 0.1 -0.1 0.07
O 2.2368 3.1770 1.7488 0.5 0.1 0.1 0.07
H 2.9219 8.7288 -0.2660 0.0 0.0 0.0 0.11
H 4.9378 8.0620 0.9965 0.0 0.0 0.0 0.11
H 5.0624 5.8248 2.0291 0.0 -0.1 0.0 0.12
H 1.1419 4.9209 0.5323 0.1 -0.1 0.0 0.11
H 1.0239 7.1635 -0.4887 0.0 0.0 0.0 0.11
C -1.2208 -7.3026 1.8582 0.0 0.0 0.0 -0.08
C -2.1563 -7.2375 0.8346 0.1 0.0 0.1 -0.06
C -3.5032 -7.3979 1.1142 0.0 0.0 -0.2 0.00
C -3.8919 -7.6185 2.4225 0.2 0.0 0.0 -0.15
C -2.9738 -7.6917 3.4537 0.1 0.0 0.2 0.00
C -1.6282 -7.5324 3.1649 0.0 0.0 -0.1 -0.06
N -5.3236 -7.7689 2.7269 -0.2 0.0 0.0 -0.35
O -6.1058 -7.7196 1.7961 0.1 0.0 0.2 0.08
O -5.6385 -7.9322 3.8905 0.0 0.0 -0.2 0.08
H -0.1695 -7.1710 1.6366 0.0 0.0 0.0 0.11
H -1.8360 -7.0585 -0.1828 0.0 0.0 0.0 0.11
H -4.2353 -7.3486 0.3224 -0.1 0.0 0.1 0.12
H -3.2973 -7.8678 4.4684 -0.1 0.0 0.0 0.12
H -0.8980 -7.5834 3.9603 0.0 0.0 0.0 0.11
C 0.5877 -0.7972 -4.8011 0.0 0.0 0.0 -0.05
C 1.8099 -0.5562 -5.4151 -0.1 0.0 0.1 -0.06
C 2.0435 0.6542 -6.0471 0.2 -0.1 0.0 0.00
C 1.0432 1.6088 -6.0512 0.0 -0.2 0.1 -0.15
C -0.1822 1.3836 -5.4521 -0.2 0.1 0.1 0.01
C -0.4091 0.1707 -4.8227 0.2 -0.1 -0.1 -0.04
N 1.2926 2.9042 -6.7026 0.0 0.2 -0.1 -0.35
O 2.3721 3.0676 -7.2389 -0.2 0.0 0.1 0.08
O 0.4045 3.7355 -6.6631 0.1 -0.1 0.0 0.08
H 0.4092 -1.7432 -4.3046 0.0 0.0 0.0 0.10
H 2.5833 -1.3117 -5.3997 0.0 0.0 0.0 0.11
H 2.9919 0.8468 -6.5255 0.0 0.1 0.0 0.12
H -0.9517 2.1408 -5.4712 0.1 0.1 -0.1 0.11
H -1.3555 -0.0189 -4.3427 0.0 0.1 0.0 0.08
C -5.4605 3.6127 5.2680 0.0 0.0 0.0 -0.07
C -6.4360 3.0007 4.4924 0.1 0.0 0.1 -0.06
C -6.0932 1.9748 3.6279 -0.2 0.0 -0.1 0.00
C -4.7713 1.5755 3.5578 0.0 0.1 0.1 -0.14
C -3.7852 2.1766 4.3183 0.2 0.0 0.1 0.00
C -4.1370 3.2035 5.1782 -0.1 0.0 0.0 -0.06
N -4.4051 0.4748 2.6570 0.0 -0.1 -0.1 -0.32
O -5.2840 -0.0269 1.9835 0.2 0.1 0.1 0.09
O -3.2372 0.1258 2.6376 -0.2 0.1 0.0 0.07
H -5.7330 4.4108 5.9457 0.0 0.0 0.0 0.11
H -7.4658 3.3215 4.5628 0.0 0.0 0.0 0.11
H -6.8477 1.4958 3.0224 0.1 -0.1 0.0 0.12
H -2.7577 1.8522 4.2477 0.0 -0.1 -0.1 0.12
H -3.3784 3.6825 5.7811 0.0 0.0 0.0 0.11
C 6.5770 1.6779 1.6265 0.0 -0.1 0.0 -0.06
C 7.1145 2.5467 0.6866 0.0 -0.1 0.1 -0.06
C 8.0992 2.1092 -0.1841 0.0 0.2 -0.1 0.00
C 8.5301 0.7980 -0.1002 -0.1 0.1 0.1 -0.15
C 8.0114 -0.0811 0.8327 0.0 -0.2 0.1 -0.01
C 7.0285 0.3665 1.7004 0.0 0.1 -0.1 -0.06
N 9.5607 0.3228 -1.0357 0.2 -0.1 -0.1 -0.35
O 10.0129 1.1241 -1.8323 -0.1 -0.1 0.1 0.07
O 9.8984 -0.8438 -0.9588 0.0 0.2 0.0 0.07
H 5.8057 2.0227 2.2985 0.0 0.0 0.0 0.08
H 6.7624 3.5680 0.6307 0.0 0.0 0.0 0.10
H 8.5198 2.7818 -0.9164 0.1 -0.1 -0.1 0.12
H 8.3636 -1.1003 0.8850 0.1 0.0 -0.1 0.12
H 6.6110 -0.3095 2.4336 0.0 0.0 0.0 0.11
```
Positions in Å, forces in eV/Å.

Orbital gap: 9.19 eV
Highest occupied orbital energy: -10.028 eV

Formula: C27H73F6MgO10P
Source: OMol25
Level of theory: ωB97M-V/def2-TZVPD

XYZ file:
```
118
Properties=species:S:1:pos:R:3:forces:R:3:lowdin_charge:R:1
Mg 0.7040 2.7100 -2.3929 -2.0 -0.3 -0.1 0.72
O -1.1711 2.8499 -2.8412 0.1 0.2 -0.1 -0.39
H -1.9538 2.3095 -2.6180 1.0 0.5 -0.3 -0.05
P -0.2744 -0.0836 -0.4514 -0.7 0.6 0.3 0.27
F 0.3311 1.1959 -1.2617 1.3 -1.3 0.0 -0.16
F 0.4723 -1.1240 -1.4551 0.1 0.0 0.2 -0.15
F 1.0472 -0.1357 0.5402 -0.4 -0.5 -1.0 -0.15
F -1.0092 -1.2717 0.3546 0.7 -0.2 0.0 -0.13
F -0.8456 1.0056 0.5805 -1.0 -0.2 0.0 -0.12
F -1.5336 -0.0438 -1.4826 0.6 0.1 0.9 -0.12
C -0.1114 -4.3325 1.5620 -0.2 -0.5 0.6 -0.04
C 1.0697 -3.8656 0.7248 -0.5 -0.1 0.1 -0.43
C 2.3109 -4.7481 0.7926 -0.6 0.4 0.0 -0.04
O 0.6161 -3.8258 -0.6596 0.7 -0.8 -0.1 -0.09
H 0.1043 -4.5630 2.6053 0.5 0.5 0.1 0.09
H -0.5183 -5.2902 1.2376 0.0 0.0 -0.6 0.09
H -0.9230 -3.6049 1.5620 0.0 0.0 -0.2 0.06
H 1.2902 -2.8263 0.9686 0.3 0.0 0.3 0.12
H 2.0305 -5.7783 0.5732 0.1 -0.2 0.0 0.08
H 2.7516 -4.7305 1.7894 0.0 0.0 0.0 0.09
H 3.0509 -4.3917 0.0761 0.1 0.0 0.0 0.08
H 0.2194 -2.9575 -0.7601 -0.2 0.2 -0.4 0.05
C -0.5067 0.1486 5.0504 -1.1 0.8 0.1 -0.04
C -0.2097 -1.2945 4.7381 0.6 -0.7 0.9 -0.47
C 0.7875 -1.4921 3.6485 0.8 0.6 -1.0 -0.06
O 0.4317 -1.8293 5.9134 0.1 -0.4 -0.1 -0.05
H -0.9098 0.2657 6.0563 0.1 -0.3 0.3 0.09
H -1.3006 0.6266 4.4766 0.1 -0.2 -0.6 0.07
H 0.3725 0.7922 5.0186 0.2 -0.3 -0.1 0.06
H -1.0501 -1.9445 4.4944 -0.6 0.4 0.2 0.13
H 1.2241 -2.4903 3.6157 -0.2 0.0 0.3 0.08
H 1.5926 -0.7680 3.7730 0.3 -0.1 0.1 0.08
H 0.4024 -1.2774 2.6516 -0.4 0.0 0.0 0.06
H -0.2060 -1.8422 6.6310 -0.1 0.0 0.1 0.09
C 3.5251 3.1756 2.5652 -1.1 -0.1 0.1 -0.02
C 2.1703 2.4812 2.9398 0.2 0.4 1.7 -0.43
C 1.3287 3.1872 4.0285 1.1 1.2 -0.1 -0.05
O 1.3539 2.3613 1.7987 0.5 -0.1 -0.9 -0.08
H 3.2838 4.1047 2.0487 0.1 0.2 0.0 0.07
H 4.1587 2.5780 1.9098 -0.4 -0.3 -0.1 0.06
H 4.1673 3.3958 3.4179 -0.4 0.1 0.3 0.09
H 2.4060 1.5320 3.4211 0.1 -0.6 -0.6 0.12
H 1.8964 3.2240 4.9582 -0.1 -0.2 0.2 0.09
H 0.3279 2.8019 4.2237 0.2 -0.4 -0.3 0.07
H 1.1999 4.2364 3.7624 -0.1 0.1 -0.1 0.07
H 0.6873 1.6805 1.9162 -0.1 -0.2 0.0 0.08
C 0.3500 -0.5772 -4.9400 0.5 -0.9 -0.3 -0.03
C 1.5055 0.3341 -4.5955 1.6 -0.3 -1.9 -0.43
C 2.3856 0.7636 -5.8796 -0.6 -0.2 0.5 -0.01
O 0.9250 1.4864 -4.0895 0.2 1.6 0.2 -0.10
H -0.3106 -0.1564 -5.6980 0.1 0.2 -0.1 0.10
H -0.2617 -0.8020 -4.0663 0.1 0.0 0.1 0.08
H 0.7754 -1.4893 -5.3588 -0.2 -0.2 0.0 0.06
H 2.1672 -0.0769 -3.8330 -0.1 -0.1 0.0 0.13
H 1.8420 1.4731 -6.5036 -0.6 -0.1 0.0 0.08
H 2.6683 -0.0325 -6.5684 -0.1 -0.4 0.3 0.07
H 3.3027 1.3207 -5.6881 0.1 -0.2 0.7 0.07
H 0.4513 1.7960 -4.8649 -0.8 0.8 0.3 0.11
C 4.0628 0.7667 -1.6867 0.9 -0.5 1.5 -0.01
C 3.4612 2.0701 -1.0729 2.1 -0.7 -1.4 -0.39
C 4.4666 3.1726 -0.8126 0.8 0.0 1.2 -0.04
O 2.7046 2.5688 -2.1724 -1.9 0.7 -0.4 -0.11
H 3.5152 -0.1462 -1.4521 -0.7 0.3 -0.2 0.07
H 5.0301 0.5081 -1.2558 0.3 0.4 0.2 0.08
H 4.2566 0.8207 -2.7579 -0.3 0.3 0.0 0.08
H 2.8904 1.8964 -0.1607 -0.6 0.0 -0.5 0.13
H 5.2408 2.8480 -0.1174 0.0 -0.1 0.1 0.09
H 3.9887 4.0242 -0.3284 -0.2 0.0 -0.1 0.08
H 5.0111 3.5614 -1.6732 -0.2 -0.3 -0.4 0.09
H 3.3380 2.8424 -2.8399 0.0 0.0 -0.1 0.12
C -1.4765 4.2614 0.2891 -1.1 0.2 -0.9 -0.04
C -0.1166 4.7093 -0.2178 -2.3 0.7 1.7 -0.46
C 0.5684 5.4474 0.8991 1.3 0.8 -0.6 -0.03
O 0.5822 3.5574 -0.5647 1.4 0.2 -0.9 -0.10
H -1.9814 3.7849 -0.5512 -0.2 0.0 0.0 0.06
H -2.0715 5.1215 0.5962 0.0 0.1 0.0 0.09
H -1.4937 3.5473 1.1124 0.6 0.0 0.1 0.09
H -0.2488 5.3500 -1.0896 0.1 -0.1 -0.1 0.15
H 0.6914 4.8496 1.8022 -0.1 0.0 -0.2 0.06
H 0.1262 6.4141 1.1399 -0.4 -0.2 0.0 0.10
H 1.5438 5.7103 0.4899 0.5 0.0 0.4 0.08
H 0.9147 3.2162 0.2688 0.4 -0.8 0.6 0.06
C -6.5189 0.9955 0.4343 0.2 -0.1 -0.4 -0.04
C -5.4550 2.0113 0.0456 1.0 0.4 0.4 -0.49
C -4.1433 1.4741 -0.6107 -1.1 -0.9 -0.1 -0.03
O -6.0794 2.9497 -0.7957 -0.5 0.2 -0.9 -0.05
H -6.8447 0.3994 -0.4181 0.2 -0.1 -0.1 0.08
H -7.4172 1.5108 0.7740 0.2 0.1 0.2 0.08
H -6.1448 0.3341 1.2158 -0.1 0.0 0.0 0.06
H -5.2042 2.5795 0.9413 0.3 -0.2 0.5 0.13
H -3.5093 0.8463 0.0154 -0.1 0.3 0.4 0.05
H -3.5116 2.2282 -1.0801 -0.2 0.3 0.2 0.05
H -4.4636 0.7858 -1.3928 0.0 0.1 -0.4 0.08
H -5.4787 3.6838 -0.9437 0.1 0.0 -0.1 0.09
C -3.5652 -0.6375 2.6983 -0.2 -0.8 0.5 -0.03
C -3.6630 -2.1826 2.4507 -1.2 0.9 0.0 -0.48
C -5.0615 -2.7593 2.7715 1.3 0.9 0.5 -0.04
O -3.4308 -2.4681 1.1037 0.2 -0.1 -1.2 -0.06
H -2.5319 -0.2918 2.6676 0.0 0.0 -0.4 0.05
H -3.9316 -0.3236 3.6757 0.0 -0.4 0.3 0.08
H -4.2085 -0.0833 2.0149 0.3 -0.2 -0.4 0.05
H -2.9242 -2.7631 3.0032 0.1 0.3 0.7 0.11
H -5.8633 -2.2779 2.2117 0.2 -0.2 -0.3 0.08
H -5.2104 -2.4816 3.8150 -0.3 -0.6 0.2 0.08
H -4.9881 -3.8327 2.5967 -0.5 0.1 0.2 0.08
H -2.7249 -1.8998 0.7869 0.0 0.0 -0.1 0.04
C 1.4474 -3.9645 -3.7890 -0.2 0.9 0.5 0.03
C 1.1230 -5.4634 -3.5437 1.8 -0.8 -1.4 -0.36
C 1.6255 -6.3212 -4.7214 -0.4 -0.3 0.1 -0.01
O 1.7120 -5.8109 -2.3507 0.4 -1.3 -1.5 0.27
H 2.5366 -3.9342 -3.7609 -0.1 0.2 -0.4 0.11
H 1.0764 -3.2653 -3.0396 -0.1 -0.3 0.2 0.08
H 1.0043 -3.6649 -4.7387 0.2 -0.3 -0.1 0.10
H 0.0532 -5.6413 -3.4346 -0.9 0.4 0.3 0.21
H 2.6647 -6.2006 -5.0270 0.2 0.3 0.7 0.10
H 1.0882 -6.0735 -5.6368 -0.4 0.1 0.2 0.10
H 1.4544 -7.3803 -4.5287 0.0 0.0 0.1 0.10
H 1.4934 -5.1700 -1.6702 -1.0 1.6 1.7 0.08
```
Positions in Å, forces in eV/Å.

2S+1: 2
Net charge: +1
Orbital gap (alpha / beta): 8.27 / 1.75 eV
Highest occupied orbital energy (alpha / beta): -10.463 / -10.462 eV

Formula: C24H22BrN2O12
Source: OMol25
Level of theory: ωB97M-V/def2-TZVPD

XYZ file:
```
61
Properties=species:S:1:pos:R:3:forces:R:3:lowdin_charge:R:1
C 4.2129 -2.4349 0.2745 0.7 0.2 -0.9 -0.13
C 2.6378 -2.1233 -0.0569 -0.2 -0.4 1.0 -0.28
C 1.6797 -3.4852 -0.0971 -1.0 1.6 1.0 -0.59
Br 1.9949 -4.5630 -1.8002 -0.4 1.0 1.5 0.62
C 0.1142 -2.9005 -0.0479 -2.2 0.2 1.0 -0.13
C -0.9612 -2.8544 1.1884 1.6 1.4 -6.5 0.07
N -2.1637 -2.1517 0.5499 5.1 -0.8 -3.5 0.06
C -1.8427 -1.7985 -0.9175 2.1 -1.5 1.8 0.05
N -0.4557 -2.2550 -1.3137 -4.1 -0.5 7.1 0.10
H 4.3927 -3.0648 1.2461 -0.7 1.1 -1.9 0.09
H 4.6958 -2.9886 -0.6496 -1.0 1.0 2.0 0.08
H 4.8518 -1.4351 0.4067 -1.7 -2.1 -0.3 0.10
H 2.2223 -1.4811 0.8516 0.7 -1.2 -2.0 0.12
H 2.4438 -1.5605 -1.0668 0.6 -0.9 2.1 0.11
H 1.8455 -4.1955 0.8232 -0.4 1.4 -2.0 0.12
H -0.8046 -3.2491 2.2788 -0.7 1.0 -2.5 0.14
H -3.0494 -1.9681 1.0784 0.6 0.0 -1.0 0.12
H -2.5244 -1.2280 -1.7044 1.4 -1.5 2.3 0.17
H 0.0456 -2.1729 -2.2265 -0.8 0.0 1.1 0.15
C -0.2414 1.3368 0.9584 0.4 -0.1 -0.2 0.07
C -0.6888 1.9204 2.0719 -1.9 -0.7 0.2 -0.20
C 0.1702 2.8495 2.8572 0.4 0.9 1.0 -0.30
O -0.2750 3.3855 3.8659 0.0 -0.7 -0.9 0.12
C 1.5430 3.0853 2.3835 -0.3 0.0 0.2 0.09
C 1.9913 2.4989 1.2718 1.8 0.7 -0.2 -0.20
C 1.1233 1.5918 0.4720 -0.3 -0.5 -0.7 -0.31
O 1.5576 1.0819 -0.5554 -0.1 0.2 0.7 0.08
O 3.2813 2.7140 0.8224 -1.7 -1.1 0.2 0.06
O -1.9694 1.6835 2.5368 1.9 0.7 -0.1 0.08
H -0.8558 0.6611 0.3768 0.0 0.1 0.0 0.11
H 2.1625 3.7487 2.9733 0.0 0.0 0.0 0.14
H 3.3638 2.1811 0.0016 -0.1 0.3 0.2 0.11
H -2.0538 2.2211 3.3542 0.0 -0.2 -0.3 0.12
C -7.0014 -5.0367 0.2072 0.0 -0.2 0.1 0.09
C -6.5220 -3.7917 0.2343 -0.6 0.7 -1.5 -0.21
C -5.7223 -3.2956 1.3884 0.2 -0.3 0.8 -0.31
O -5.2789 -2.1527 1.3764 0.2 -0.1 -0.4 0.06
C -5.4980 -4.2130 2.5166 0.2 0.7 -0.4 0.07
C -5.9805 -5.4568 2.4908 0.6 -1.1 2.0 -0.20
C -6.7565 -5.9613 1.3248 -0.8 -1.0 -0.7 -0.29
O -7.1714 -7.1154 1.3221 0.6 1.1 0.3 0.13
O -5.7758 -6.3233 3.5488 -0.7 0.9 -2.1 0.10
O -6.7504 -2.9161 -0.8113 0.8 -0.5 1.7 0.08
H -7.5823 -5.4111 -0.6263 0.0 0.0 0.1 0.14
H -4.9304 -3.8339 3.3567 -0.1 0.0 0.0 0.14
H -6.2202 -7.1602 3.2904 0.2 0.3 0.1 0.12
H -6.3010 -2.0814 -0.5555 -0.3 -0.3 -0.1 0.11
C 2.8682 5.5639 -3.3639 0.0 -0.3 0.4 0.08
C 3.5893 6.4212 -4.0890 -1.2 0.7 -1.5 -0.20
C 4.9982 6.7436 -3.7302 1.1 0.6 -0.1 -0.30
O 5.6419 7.5208 -4.4264 -0.8 -0.6 0.4 0.12
C 5.5668 6.1081 -2.5313 0.0 0.2 -0.3 0.08
C 4.8444 5.2534 -1.8045 1.2 -0.5 1.3 -0.20
C 3.4451 4.9102 -2.1791 -0.9 -0.2 -0.2 -0.29
O 2.8123 4.1071 -1.5018 0.5 0.4 -0.4 0.09
O 5.3716 4.6546 -0.6750 -1.4 0.3 -1.4 0.08
O 3.0530 7.0415 -5.2024 1.4 -0.5 1.5 0.09
H 1.8438 5.3188 -3.6146 0.1 0.0 0.0 0.14
H 6.5859 6.3648 -2.2718 -0.1 0.0 0.0 0.14
H 4.6558 4.0798 -0.3263 0.3 0.3 0.0 0.08
H 3.7708 7.6117 -5.5545 -0.3 -0.2 0.1 0.12
```
Positions in Å, forces in eV/Å.

Net charge: +1
Orbital gap: 7.19 eV
Highest occupied orbital energy: -11.392 eV

Formula: C7H14N2OPRe
Source: OMol25
Level of theory: ωB97M-V/def2-TZVPD

XYZ file:
```
26
Properties=species:S:1:pos:R:3:forces:R:3:lowdin_charge:R:1
C 1.6245 0.4431 -2.3535 1.3 0.3 -0.7 -0.28
C 0.4129 0.6945 -3.1072 -0.8 -1.2 -0.2 -0.24
C -0.4631 -0.4502 -2.9169 0.5 -1.1 -2.0 -0.25
C 0.2483 -1.4178 -2.1288 1.0 -0.4 -1.6 -0.24
C 1.5348 -0.8672 -1.7499 0.9 -2.1 -0.7 -0.23
Re -0.0089 0.3545 -1.0629 -0.8 5.0 0.6 1.13
P 0.2825 2.4707 -0.1449 1.1 0.5 1.3 0.66
H 2.4212 1.1909 -2.3430 -0.1 -0.7 0.2 0.12
H 0.1318 1.5700 -3.6465 0.2 0.3 -0.3 0.11
H -1.4689 -0.5559 -3.2952 0.1 -0.1 -0.1 0.11
H 2.1733 -1.4101 -1.0202 -0.1 0.7 -1.0 0.13
H -0.1357 -2.3417 -1.7765 -0.2 -0.7 0.1 0.11
H -0.7744 2.8099 0.7784 0.8 0.3 -0.5 -0.07
H 0.7797 3.6669 -0.7621 -0.5 -0.5 0.4 -0.06
H 1.3784 2.1600 0.7858 -0.8 1.1 -0.3 -0.08
C 0.3956 0.0717 3.2299 -0.3 -0.1 -0.3 -0.02
N -0.8407 -0.5937 2.7526 -0.2 -0.7 -0.1 0.04
C -1.2166 -0.7975 1.4693 -0.4 0.0 0.3 -0.53
N -2.0782 -1.8093 1.2069 0.7 -0.3 0.9 0.20
O -0.8898 -0.0462 0.5212 -1.9 -1.0 4.7 -0.28
H 0.8048 0.6702 2.3970 -0.2 -0.3 0.5 0.05
H 1.1265 -0.7111 3.5286 -0.4 0.7 -0.1 0.10
H 0.1313 0.7367 4.0755 0.3 -0.4 -0.5 0.10
H -1.2502 -1.2771 3.3914 0.3 0.5 -0.1 0.15
H -2.2377 -2.0400 0.2285 -0.1 0.0 0.6 0.13
H -2.0816 -2.5212 1.9427 -0.5 0.0 -1.0 0.13
```
Positions in Å, forces in eV/Å.

2S+1: 4
Net charge: +1
Orbital gap (alpha / beta): 6.42 / 7.05 eV
Highest occupied orbital energy (alpha / beta): -9.061 / -11.094 eV

Molecular weight readings, ordered: 927.7; 727.1; 610.3; 359.4 g/mol